[1]
An isolated molecule of C4H2Br2OS at a distorted geometry, computed with ωB97M-V with the def2-TZVPD basis set.

Cartesian coordinates (Å):
1 C 1.83329 -0.86742 -0.26743
2 C -0.46855 0.25037 1.05062
3 C -0.65804 -0.18188 -1.33013
4 C -1.18155 0.24062 -0.11962
5 O 1.92859 -0.17164 2.18867
6 S 1.23140 0.02626 0.92715
7 Br -0.79489 0.46566 -3.04224
8 Br -3.09811 0.38473 -0.12233
9 H 2.00426 -0.37690 -1.29425
10 H -0.79638 0.23019 2.00954

Results
- lowest unoccupied orbital energy (alpha / beta) (eV) = -1.85 / -2.29
- net charge = 0
- Kohn-Sham gap (alpha / beta) (eV) = 7.079 / 6.397
- energy relative to the best compared isomer or geometry (same formula, charge and spin) (kJ/mol) = 35.6
- E_tot (hartree) = -5774.75419
- spin multiplicity = 1

---

[2]
A 2-piece molecular cluster, C4H2BrNO overall at a distorted geometry, computed with ωB97M-V with the def2-TZVPD basis set.

Cartesian coordinates (Å):
1 C 0.20085 -1.01314 1.84241
2 C -0.22772 -0.58556 -0.53955
3 C 1.26680 1.68938 -1.84970
4 C -0.47266 -0.49370 0.75829
5 N 0.76469 -1.54785 2.68876
6 O 0.79751 2.67748 -2.08413
7 Br -1.91971 0.59300 1.35382
8 H -0.94031 -0.16746 -1.11990
9 H 0.53054 -1.15215 -1.05001

Results
- lowest unoccupied orbital energy (eV) = -0.19
- net charge = 0
- Kohn-Sham gap (eV) = 10.063
- energy relative to the best compared isomer or geometry (same formula, charge and spin) (kJ/mol) = 0.0
- E_tot (hartree) = -2857.57239
- spin multiplicity = 1

---

[3]
C4H2CaO2 as an isolated structure at a distorted geometry, computed with ωB97M-V with the def2-TZVPD basis set.

Cartesian coordinates (Å):
1 O -1.31435 1.56102 -0.14141
2 C -1.84860 0.32195 -0.07108
3 C -1.06044 -0.82726 -0.02134
4 C 0.20408 -0.98649 0.40944
5 H -2.94384 0.28733 -0.15012
6 C 1.70063 -0.66739 0.25388
7 O 2.20963 0.14278 -0.71953
8 Ca 0.59618 1.26798 -0.49146
9 H 2.45671 -1.09991 0.93163

Results
- lowest unoccupied orbital energy (alpha / beta) (eV) = 2.66 / 2.50
- net charge = -1
- Kohn-Sham gap (alpha / beta) (eV) = 3.571 / 3.855
- energy relative to the best compared isomer or geometry (same formula, charge and spin) (kJ/mol) = 82.8
- E_tot (hartree) = -981.58685
- spin multiplicity = 2

---

[4]
A 2-piece molecular cluster, C4H2ClP overall at a distorted geometry, computed with ωB97M-V with the def2-TZVPD basis set.

Cartesian coordinates (Å):
1 C 0.57839 -1.80734 2.07452
2 C -0.92548 2.19027 -0.89535
3 C 0.53211 -0.61478 1.95838
4 C -0.16218 1.24591 -0.95338
5 P 1.08694 0.17655 -1.20011
6 Cl -0.00254 -1.40500 -1.99247
7 H 0.51174 -2.82345 1.96867
8 H -1.61897 3.03783 -0.96026

Results
- lowest unoccupied orbital energy (alpha / beta) (eV) = -3.40 / -3.40
- net charge = 0
- Kohn-Sham gap (alpha / beta) (eV) = 5.505 / 5.504
- energy relative to the best compared isomer or geometry (same formula, charge and spin) (kJ/mol) = 436.2
- E_tot (hartree) = -954.86772
- spin multiplicity = 1

---

[5]
C4H2EuO2 as an isolated structure at a distorted geometry, computed with ωB97M-V with the def2-TZVPD basis set.

Cartesian coordinates (Å):
1 O -2.00982 0.84469 -0.57760
2 C -0.85226 1.09089 -0.40167
3 H -0.43312 2.11806 -0.37818
4 C 0.24851 -1.02500 2.17852
5 C 0.30174 -0.48712 1.09051
6 C 0.24473 -0.02224 -0.25785
7 O 0.66993 -0.64766 -1.21828
8 Eu 1.69452 -0.47748 -3.62149
9 H 0.13577 -1.39415 3.18603

Results
- lowest unoccupied orbital energy (alpha / beta) (eV) = -10.22 / -9.98
- net charge = +2
- Kohn-Sham gap (alpha / beta) (eV) = 6.801 / 7.050
- energy relative to the best compared isomer or geometry (same formula, charge and spin) (kJ/mol) = 45.1
- E_tot (hartree) = -1013.65470
- spin multiplicity = 8

---

[6]
An isolated molecule of C4H2F2O at a distorted geometry, computed with ωB97M-V with the def2-TZVPD basis set.

Cartesian coordinates (Å):
1 C -1.05809 -1.78634 -1.72973
2 C -0.56929 -1.47536 -0.68547
3 C 0.24953 -0.47001 0.22097
4 C 0.25182 -0.98052 1.60216
5 O -0.30450 0.88927 0.13907
6 F -0.81203 -0.76581 2.39823
7 F 0.96568 -2.02605 1.95191
8 H 1.32009 -0.29994 -0.04376
9 H -1.17852 0.86135 0.45505

Results
- lowest unoccupied orbital energy (alpha / beta) (eV) = -0.37 / -3.24
- net charge = 0
- Kohn-Sham gap (alpha / beta) (eV) = 10.753 / 5.551
- energy relative to the best compared isomer or geometry (same formula, charge and spin) (kJ/mol) = 643.7
- E_tot (hartree) = -428.30866
- spin multiplicity = 1

---

[7]
A 2-piece molecular cluster, C4H2F2O overall at a distorted geometry, computed with ωB97M-V with the def2-TZVPD basis set.

Cartesian coordinates (Å):
1 C -1.74084 -1.17418 -1.59887
2 C -1.26251 -0.68784 -0.52394
3 C -0.66789 -0.66045 0.90765
4 C -0.93183 0.45681 0.35267
5 O 2.41591 0.39100 -0.52024
6 F -0.40806 -1.40657 1.92649
7 F -1.02674 1.74057 0.28594
8 H 2.18761 1.27379 -0.17196
9 H 1.43435 0.06687 -0.65774

Results
- lowest unoccupied orbital energy (eV) = -1.18
- net charge = 0
- Kohn-Sham gap (eV) = 8.536
- energy relative to the best compared isomer or geometry (same formula, charge and spin) (kJ/mol) = 666.5
- E_tot (hartree) = -428.30000
- spin multiplicity = 1

---

[8]
An isolated molecule of C4H2F2O at a distorted geometry, computed with ωB97M-V with the def2-TZVPD basis set.

Cartesian coordinates (Å):
1 C -2.10731 -1.72392 0.60481
2 C -1.22483 -1.06759 0.14633
3 C -0.16280 0.13542 -0.36173
4 C 1.28868 0.09719 -0.24066
5 O -0.77803 1.23101 0.07230
6 F 1.73454 0.55237 1.04624
7 F 2.22406 -0.63394 -0.83747
8 H -0.35812 0.01041 -1.40756
9 H -0.61619 1.39905 0.97773

Results
- lowest unoccupied orbital energy (alpha / beta) (eV) = -0.59 / -2.83
- net charge = 0
- Kohn-Sham gap (alpha / beta) (eV) = 10.344 / 6.530
- energy relative to the best compared isomer or geometry (same formula, charge and spin) (kJ/mol) = 715.5
- E_tot (hartree) = -428.28131
- spin multiplicity = 1

---

Copy entry 8 word for word.
An isolated molecule of C4H2F2O at a distorted geometry, computed with ωB97M-V with the def2-TZVPD basis set.

Cartesian coordinates (Å):
1 C -2.10731 -1.72392 0.60481
2 C -1.22483 -1.06759 0.14633
3 C -0.16280 0.13542 -0.36173
4 C 1.28868 0.09719 -0.24066
5 O -0.77803 1.23101 0.07230
6 F 1.73454 0.55237 1.04624
7 F 2.22406 -0.63394 -0.83747
8 H -0.35812 0.01041 -1.40756
9 H -0.61619 1.39905 0.97773

Results
- lowest unoccupied orbital energy (alpha / beta) (eV) = -0.59 / -2.83
- net charge = 0
- Kohn-Sham gap (alpha / beta) (eV) = 10.344 / 6.530
- energy relative to the best compared isomer or geometry (same formula, charge and spin) (kJ/mol) = 715.5
- E_tot (hartree) = -428.28131
- spin multiplicity = 1